# C5H12O

2 unconnected molecules or ions with the total composition C5H12O (wB97M-V/def2-TZVPD, the OMol25 dataset).

HOMO-LUMO gap	8.4138	eV
ΔE to the lowest compared entry with this formula, charge and spin	103.1	kcal/mol
calculated total energy	-272.7844	hartree
LUMO	0.969	eV
net charge	0

Last column: natural (NBO) charge in e.
Element x y z (Å)
C 1.7058 -0.0309 -0.2780  -0.26
O 0.5698 0.8072 -0.2897  -0.50
C -1.2380 0.0526 0.4128  0.12
C 0.2488 1.2984 -1.5769  -0.25
C -1.0441 -1.3692 -0.0223  -0.77
C -0.9015 0.2157 1.8619  -0.76
H 2.5975 0.5331 -0.5810  0.18
H 1.5780 -0.8942 -0.9459  0.18
H 1.8330 -0.3842 0.7486  0.20
H 1.1197 1.8020 -2.0171  0.17
H -0.0745 0.4822 -2.2381  0.17
H -0.5776 1.9952 -1.4432  0.22
H -0.9176 -1.4709 -1.1075  0.22
H -0.2633 -1.9578 0.4954  0.17
H -2.0103 -1.8460 0.2045  0.25
H -0.1079 -0.4407 2.2680  0.17
H -0.6847 1.2562 2.1216  0.23
H -1.8331 -0.0485 2.3871  0.25